Molecular formula: C34H55BrClFI2N2O13PS3
Method: DFT, ωB97M-V/def2-TZVPD

Cartesian coordinates (Å):
C  -5.1681  2.4003  1.5049
C  -3.7481  2.9010  1.9410
C  -2.7911  1.8288  2.5054
Br  -3.8216  0.4634  3.5219
C  -1.5878  1.2995  1.7139
C  -0.3001  2.2052  1.8587
N  -0.0117  2.1910  3.3203
C  -0.4602  3.7334  1.6523
C  -0.4442  4.5059  0.3492
C  -1.4599  4.5808  -0.5743
C  -1.3858  5.3443  -1.7056
C  -0.2865  6.1140  -1.9657
C  0.7423  6.0705  -1.0524
C  0.6520  5.2919  0.0633
C  0.8894  1.4071  1.2199
Cl  1.9771  2.4908  0.2186
C  1.9635  0.9268  2.2603
C  2.8670  2.0332  2.8474
C  4.3367  1.9574  2.3844
C  5.0872  3.1945  2.9302
S  5.2872  4.3408  1.5930
O  4.0722  5.0698  1.3646
O  5.8042  3.7153  0.4234
O  6.3748  5.3585  2.1584
C  0.4720  0.0863  0.3660
F  1.6323  -0.0262  -0.3268
P  0.4623  -1.5287  1.3524
O  1.7913  -2.1425  1.3011
O  -0.5708  -2.5734  0.7847
O  0.0691  -1.4217  2.8995
N  -0.6879  0.3225  -0.6072
C  -0.2962  1.4609  -1.5327
O  -1.0925  1.5801  -2.6788
C  -0.3849  1.9187  -3.8348
C  0.4189  3.2081  -3.8660
O  -0.4245  1.1730  -4.7843
C  -0.7939  -0.8356  -1.6053
I  0.9171  -2.0860  -2.1088
C  -1.8235  -1.2037  -2.3833
C  -1.8370  -2.3606  -3.3487
I  -3.7021  -0.2210  -2.5353
C  -1.8799  0.6153  0.3008
C  -2.7580  -0.5929  0.6389
O  -2.5654  1.6749  -0.3400
H  -5.5313  3.1428  0.7901
H  -5.8305  2.4656  2.3634
H  -5.1546  1.4112  1.0505
H  -3.3544  3.4493  1.0909
H  -3.9657  3.6567  2.6976
H  -2.3759  2.3287  3.3718
H  -1.3050  0.4406  2.3415
H  -0.4554  2.9600  3.7971
H  -0.1864  1.3005  3.7636
H  0.3104  4.2152  2.2593
H  -1.3776  4.0226  2.1792
H  -2.3719  4.0178  -0.4226
H  -2.1910  5.3697  -2.4299
H  -0.2022  6.7499  -2.8361
H  1.6201  6.6870  -1.2011
H  1.4791  5.3026  0.7675
H  1.5503  0.3744  3.0982
H  2.6600  0.2240  1.7970
H  2.9381  1.8200  3.9230
H  2.4633  3.0421  2.8164
H  4.3850  1.8728  1.3003
H  4.7866  1.0735  2.8359
H  4.5047  3.6604  3.7226
H  6.0647  2.8794  3.2933
H  6.2501  6.1959  1.6854
H  -0.1177  -3.4197  0.6287
H  0.8475  -1.6688  3.4175
H  -0.2456  2.4255  -1.0264
H  0.7095  1.2780  -1.9142
H  0.4301  3.6362  -2.8612
H  1.4433  2.9046  -4.0847
H  0.0319  3.8993  -4.6064
H  -1.1556  -2.1978  -4.1836
H  -2.8199  -2.4859  -3.8008
H  -1.6350  -3.3087  -2.8501
H  -2.4882  -1.0843  1.5715
H  -3.7778  -0.2320  0.7459
H  -2.7960  -1.4009  -0.0866
H  -3.5169  1.5393  -0.2738
C  -1.2158  -5.5256  4.7946
C  -2.7480  -5.4492  4.7893
C  -3.1959  -5.3261  3.3273
S  -1.9272  -6.1356  2.3457
O  -1.2789  -5.1408  1.5220
O  -2.4531  -7.3474  1.7836
C  -0.8450  -6.5348  3.7123
H  -0.8285  -5.8246  5.7674
H  -0.7967  -4.5458  4.5505
H  -3.1591  -6.3616  5.2248
H  -3.1125  -4.6115  5.3823
H  -4.1485  -5.8183  3.1483
H  -3.2508  -4.2859  3.0097
H  0.1917  -6.4653  3.3905
H  -1.0730  -7.5530  4.0257
C  2.3551  -4.1274  -7.2141
C  3.1563  -3.5428  -6.0427
C  2.4348  -3.9492  -4.7526
S  1.5825  -5.4890  -5.1101
O  0.1622  -5.2495  -5.0248
O  2.2110  -6.5622  -4.3895
C  2.0506  -5.5739  -6.8340
H  2.9073  -4.0687  -8.1505
H  1.4226  -3.5716  -7.3365
H  4.1657  -3.9584  -6.0457
H  3.2492  -2.4600  -6.1181
H  3.1309  -4.1096  -3.9308
H  1.6768  -3.2212  -4.4652
H  1.2401  -6.0122  -7.4115
H  2.9411  -6.1979  -6.9031

Properties
- largest force on an atom (eV/A) = 3.936
- ΔE to the lowest compared entry with this formula, charge and spin (kcal per mole) = 0.00
- HOMO-LUMO gap (eV) = 8.75
- total charge = +1
- E (Eh) = -7681.2097

=====

Molecular formula: C34H56AsCrNOSi4
Method: DFT, ωB97M-V/def2-TZVPD

Cartesian coordinates (Å):
Cr  -0.0640  -0.1260  -0.1453
C  -0.1317  2.7984  1.1350
O  -0.5136  1.4270  1.1008
Si  -2.0699  0.8187  1.5809
C  -3.2163  1.9214  0.5850
C  -2.3332  1.1905  3.3852
C  -1.7475  -0.8844  0.9789
Si  -1.3073  -2.1536  2.2889
C  -0.3822  -3.6131  1.5332
C  -0.2146  -1.4500  3.6575
C  -2.8077  -2.8446  3.1859
Si  -3.1523  -1.4729  -0.1162
C  -3.1309  -3.3170  -0.4753
C  -3.1037  -0.5613  -1.7847
C  -4.8526  -1.2120  0.6503
H  -0.0336  3.1258  2.1701
H  -0.8750  3.4144  0.6259
H  0.8303  2.9098  0.6386
H  -3.2172  2.9261  1.0159
H  -4.2514  1.5856  0.5716
H  -2.8854  2.0015  -0.4536
H  -2.5645  2.2476  3.5329
H  -1.4728  0.9354  4.0022
H  -3.1878  0.6179  3.7563
H  0.3697  -3.2932  0.8072
H  -1.0598  -4.3095  1.0385
H  0.1382  -4.1672  2.3186
H  0.4215  -0.6274  3.3323
H  0.4349  -2.2336  4.0549
H  -0.8229  -1.0927  4.4902
H  -3.4670  -3.4309  2.5454
H  -3.4026  -2.0485  3.6405
H  -2.4702  -3.5006  3.9931
H  -2.1494  -3.7049  -0.7313
H  -3.8087  -3.5275  -1.3069
H  -3.4905  -3.8854  0.3839
H  -2.1327  -0.1043  -2.0118
H  -3.8439  0.2406  -1.8163
H  -3.3371  -1.2438  -2.6061
H  -4.9873  -1.8914  1.4939
H  -5.6221  -1.4565  -0.0876
H  -5.0566  -0.2040  1.0094
N  0.6097  1.2279  -1.5477
C  0.9402  1.9907  -2.3396
C  1.4291  2.9314  -3.2935
C  1.4394  4.2893  -2.9700
C  1.9381  5.1922  -3.8905
C  2.4174  4.7420  -5.1149
C  2.4043  3.3890  -5.4296
C  1.9104  2.4711  -4.5207
H  1.0629  4.6229  -2.0121
H  1.9532  6.2473  -3.6556
H  2.8056  5.4539  -5.8308
H  2.7806  3.0490  -6.3845
H  1.9062  1.4115  -4.7464
C  -0.1857  -3.7059  -2.3848
As  0.4264  -1.8893  -2.0563
C  -0.0635  -1.1584  -3.7932
C  2.3704  -2.2132  -2.2121
C  2.9332  -1.8436  -3.5462
C  3.3681  -0.5376  -3.7668
C  3.8635  -0.1601  -5.0052
C  3.9263  -1.0813  -6.0429
C  3.5031  -2.3857  -5.8291
C  3.0144  -2.7650  -4.5862
H  0.4179  -4.0951  -3.2045
H  -1.2314  -3.7085  -2.6806
H  -0.0513  -4.3271  -1.5018
H  0.4934  -1.6708  -4.5759
H  0.1312  -0.0908  -3.8480
H  -1.1310  -1.3269  -3.9303
H  2.5028  -3.2737  -1.9903
H  2.8586  -1.6409  -1.4321
H  3.3403  0.1801  -2.9497
H  4.2202  0.8519  -5.1558
H  4.3188  -0.7888  -7.0076
H  3.5620  -3.1130  -6.6281
H  2.7053  -3.7911  -4.4216
C  2.3841  0.9649  2.4365
Si  2.2989  -0.1561  0.9230
C  2.7883  -1.9028  1.4158
C  3.6361  0.5380  -0.2251
C  3.6224  1.8812  -0.6157
C  4.6220  2.4210  -1.4111
C  5.6807  1.6237  -1.8278
C  5.7355  0.2969  -1.4297
C  4.7270  -0.2336  -0.6351
H  3.2828  0.6832  2.9932
H  1.5333  0.8980  3.1120
H  2.5077  2.0079  2.1424
H  3.7963  -1.8823  1.8407
H  2.7866  -2.6120  0.5864
H  2.1150  -2.2867  2.1813
H  2.8223  2.5326  -0.2782
H  4.5848  3.4659  -1.6950
H  6.4661  2.0398  -2.4451
H  6.5648  -0.3277  -1.7359
H  4.7968  -1.2738  -0.3363

Properties
- largest force on an atom (eV/A) = 0.493
- multiplicity = 4
- ΔE to the lowest compared entry with this formula, charge and spin (kcal per mole) = 0.00
- HOMO-LUMO gap (spin up / spin down) (eV) = 7.53 / 7.27
- total charge = +1
- E (Eh) = -5897.3214

=====

Molecular formula: C34H56CdN2O2P3
Method: DFT, ωB97M-V/def2-TZVPD

Cartesian coordinates (Å):
C  -1.9378  -1.9843  -1.5115
C  0.1552  -1.6927  -2.4900
C  -2.3045  -2.9136  -2.4911
C  -0.1646  -2.5494  -3.5474
C  -1.4130  -3.1915  -3.5282
H  -3.2962  -3.3653  -2.4244
H  0.5642  -2.7197  -4.3456
H  -1.6831  -3.8763  -4.3308
N  -0.6769  -1.5270  -1.4415
P  -2.5448  0.2800  0.0376
P  2.3194  -0.7564  -0.8582
C  -2.9602  -1.4342  -0.5204
H  -3.9649  -1.4457  -0.9723
H  -2.9813  -2.1034  0.3601
C  0.2481  2.2890  1.5843
O  0.7234  3.0956  2.2378
C  1.3842  -0.8046  -2.5059
H  2.0808  -1.0858  -3.3053
C  3.7378  0.4892  -1.1193
C  2.9955  -2.4787  -0.5335
C  -3.2520  1.3818  -1.3193
C  -3.4812  0.5041  1.6655
C  3.2782  1.8196  -0.4925
H  3.1240  1.7147  0.5918
H  4.0651  2.5704  -0.6541
H  2.3485  2.1934  -0.9355
C  5.0128  0.0709  -0.3742
H  4.8448  -0.0219  0.7071
H  5.4466  -0.8568  -0.7727
H  5.7515  0.8746  -0.5230
C  4.0791  0.6897  -2.6011
H  5.0239  1.2545  -2.6515
H  4.2407  -0.2570  -3.1352
H  3.3188  1.2779  -3.1268
C  3.6653  -2.4295  0.8612
H  3.1960  -1.6691  1.5020
H  3.5362  -3.3978  1.3664
H  4.7405  -2.2228  0.8093
C  1.8222  -3.4733  -0.4391
H  1.0661  -3.1383  0.2855
H  1.3427  -3.6390  -1.4114
H  2.2200  -4.4431  -0.0945
C  3.9631  -2.9348  -1.6466
H  4.0971  -2.2262  -2.4754
H  4.9508  -3.1551  -1.2173
H  3.5907  -3.8731  -2.0849
C  -3.2171  1.9337  2.1791
H  -3.4443  1.9665  3.2563
H  -2.1683  2.2459  2.0523
H  -3.8691  2.6661  1.6887
C  -2.8834  -0.4894  2.6691
H  -3.0032  -1.5334  2.3520
H  -1.8162  -0.3007  2.8364
H  -3.3982  -0.3725  3.6359
C  -4.9947  0.2495  1.5561
H  -5.3567  -0.1244  2.5280
H  -5.5451  1.1762  1.3540
H  -5.2705  -0.5043  0.8059
C  -2.5691  1.0810  -2.6748
H  -3.3215  1.1283  -3.4770
H  -1.7816  1.8161  -2.8809
H  -2.0956  0.0945  -2.7283
C  -2.9473  2.8388  -0.9444
H  -1.8742  2.9849  -0.7629
H  -3.2307  3.4597  -1.8060
H  -3.5198  3.1883  -0.0799
C  -4.7621  1.1633  -1.4632
H  -5.0237  0.1208  -1.6829
H  -5.3281  1.5005  -0.5891
H  -5.1003  1.7683  -2.3141
Cd  0.0186  0.2099  0.1814
N  0.3733  1.3636  -1.7515
C  0.8506  0.6877  -2.7051
C  0.9542  1.2771  -4.1058
C  0.9006  2.6723  -4.1964
C  1.1019  0.5144  -5.2753
C  1.0622  3.3118  -5.4290
H  0.7278  3.2328  -3.2788
C  1.2273  1.1514  -6.5198
H  1.0953  -0.5764  -5.2170
C  1.2206  2.5525  -6.5957
H  1.0526  4.4038  -5.4679
H  1.3221  0.5526  -7.4317
H  1.3268  3.0490  -7.5663
C  1.9700  -2.8038  3.8011
P  0.5418  -1.7754  3.4622
C  -0.8288  -2.6056  4.2823
C  0.7618  -0.2079  4.3307
O  0.3089  -1.5153  1.9775
H  1.9393  -3.1323  4.8451
H  2.9016  -2.2475  3.6452
H  1.9533  -3.6983  3.1668
H  -0.5097  -2.9333  5.2806
H  -1.6938  -1.9418  4.3958
H  -1.1171  -3.4972  3.7051
H  1.6143  0.3376  3.8972
H  -0.1435  0.4080  4.2375
H  0.9585  -0.3839  5.3975

Properties
- largest force on an atom (eV/A) = 3.030
- HOMO-LUMO gap (eV) = 7.09
- total charge = +1
- E (Eh) = -2780.7969

=====

Molecular formula: C34H56Cl2F8IN2O7S3
Method: DFT, ωB97M-V/def2-TZVPD

Cartesian coordinates (Å):
C  3.9809  -4.3000  -0.5023
C  3.7946  -3.2212  -1.5749
C  3.7394  -1.8165  -0.9670
C  3.2785  -0.7678  -1.9732
N  2.8219  0.4927  -1.3612
C  2.1263  1.3727  -2.3095
C  0.8319  0.7368  -2.8430
C  -0.3104  1.7518  -2.9422
C  -1.0911  2.0260  -1.6496
C  -1.7863  0.7783  -1.0771
C  -1.5217  0.1727  0.3610
I  -0.3985  -1.7263  0.0388
C  -0.7804  0.9785  1.3901
Cl  0.8264  1.3366  0.8717
C  -1.1968  1.3440  2.6089
C  -2.4948  1.0337  3.3064
Cl  -0.1321  2.2898  3.5790
O  -2.7982  -0.2275  0.8144
C  -3.5552  -0.5040  -0.3109
C  -4.9878  -0.9846  0.0078
O  -5.0723  -1.3130  1.3587
C  -5.7061  -2.5604  1.6294
N  -3.3489  0.7617  -1.1722
C  -3.7435  0.5265  -2.6130
C  -5.2226  0.5685  -2.9878
O  -5.6690  -0.7792  -3.0439
C  -7.0514  -0.9717  -2.8810
C  -7.8427  -0.5366  -4.1087
F  -8.0902  0.7770  -4.0728
F  -9.0011  -1.1634  -4.1605
F  -7.1925  -0.7744  -5.2275
S  -3.9525  2.3911  -0.5674
O  -4.2551  3.0713  -1.7757
O  -2.9983  2.8057  0.3908
C  -5.5504  2.2556  0.4094
F  -5.4330  1.3543  1.3404
F  -6.5286  1.9347  -0.4141
C  -5.8549  3.6509  1.0629
F  -7.1138  3.6364  1.4299
F  -5.6469  4.6229  0.2049
F  -5.0891  3.8217  2.1108
C  3.8484  1.1452  -0.6003
S  3.9436  0.9815  1.0132
S  4.9752  2.0316  -1.5879
C  6.0074  2.9310  -0.4120
C  5.3279  4.0353  0.4048
C  4.1952  4.7853  -0.2968
H  4.7513  -4.0005  0.2179
H  4.2834  -5.2528  -0.9437
H  3.0527  -4.4805  0.0495
H  4.6326  -3.2813  -2.2790
H  2.8647  -3.4103  -2.1258
H  4.7268  -1.5587  -0.5677
H  3.0476  -1.8082  -0.1131
H  4.0884  -0.5643  -2.6972
H  2.4288  -1.1708  -2.5308
H  1.8911  2.3028  -1.7776
H  2.7649  1.6550  -3.1616
H  0.5593  -0.1221  -2.2160
H  1.0115  0.3265  -3.8433
H  0.1130  2.7149  -3.2558
H  -1.0064  1.4577  -3.7371
H  -1.8409  2.7845  -1.8897
H  -0.4546  2.4875  -0.8955
H  -1.5426  -0.0501  -1.7506
H  -2.8298  0.0132  3.1196
H  -3.2679  1.7419  3.0032
H  -2.3556  1.1526  4.3819
H  -3.0497  -1.2722  -0.9155
H  -5.1679  -1.8573  -0.6348
H  -5.7404  -0.2387  -0.2690
H  -5.7746  -2.6385  2.7137
H  -5.1106  -3.3962  1.2405
H  -6.7164  -2.5993  1.2023
H  -3.3866  -0.4847  -2.8331
H  -3.1620  1.2280  -3.2096
H  -5.8450  1.1523  -2.3095
H  -5.3004  1.0495  -3.9712
H  -7.4462  -0.4079  -2.0256
H  -7.2291  -2.0382  -2.7223
H  6.4759  2.1913  0.2425
H  6.7789  3.3530  -1.0672
H  4.9474  3.6089  1.3345
H  6.1122  4.7440  0.6959
H  3.2953  4.1618  -0.3530
H  3.9330  5.6795  0.2782
H  4.4622  5.1029  -1.3104
C  4.6698  4.0292  5.9540
C  5.7026  5.1030  5.6132
C  6.3984  4.4839  4.4076
O  5.4088  3.7006  3.7373
C  4.2565  3.5539  4.5668
H  3.8289  4.4002  6.5380
H  5.1401  3.2157  6.5097
H  5.2027  6.0315  5.3296
H  6.3919  5.3218  6.4270
H  7.2219  3.8320  4.7162
H  6.7892  5.2255  3.7093
H  3.4433  4.1695  4.1642
H  3.9412  2.5097  4.5441
C  2.2364  -8.5744  0.8446
C  0.8627  -8.3238  0.2232
C  1.1501  -7.1225  -0.6694
O  2.5025  -7.2551  -1.0943
C  3.1604  -8.2657  -0.3264
H  2.3672  -9.5858  1.2253
H  2.4135  -7.8747  1.6640
H  0.5579  -9.1810  -0.3802
H  0.0808  -8.1261  0.9553
H  1.0385  -6.1836  -0.1110
H  0.5086  -7.0772  -1.5512
H  3.3143  -9.1486  -0.9548
H  4.1359  -7.8883  -0.0169

Properties
- largest force on an atom (eV/A) = 1.153
- HOMO-LUMO gap (eV) = 6.52
- total charge = +1
- E (Eh) = -5176.4824